150
Properties=species:S:1:pos:R:3:forces:R:3:lowdin_charge:R:1 method="wB97M-V/def2-TZVPD" de_lowest_ev=1.7538 s2=1.160 homo_energy_ev="-9.81 / -10.03" total_charge=+1 multiplicity=2 lumo_ev="-4.143 / -4.311"
Ru -0.795 1.110 -0.484 -0.05 1.63 1.66 0.99
C 0.537 -5.086 -1.326 -0.19 0.22 0.02 0.00
C 0.375 -3.822 -0.554 0.97 -0.88 0.29 -0.26
C 1.594 -3.051 -0.189 0.13 0.67 0.36 -0.14
C 1.815 -2.656 1.265 0.02 0.06 -0.48 -0.18
N 1.819 -1.388 1.409 0.11 -0.56 1.39 0.19
N 1.639 -0.765 0.202 -0.42 -0.56 -0.82 0.00
B 1.528 0.702 0.078 0.33 0.47 0.14 -0.56
N 2.322 1.235 -1.154 -0.37 0.89 -0.41 -0.03
N 3.530 0.715 -1.254 0.80 -0.60 0.14 0.17
C 4.321 1.030 -2.249 -0.33 0.19 0.08 -0.19
C 3.942 2.028 -3.172 -0.71 0.20 0.23 0.09
C 2.701 2.604 -3.070 0.56 -0.31 0.05 -0.23
C 2.216 3.643 -4.015 -0.05 0.01 -0.05 -0.05
C 1.838 2.121 -2.048 -0.51 -0.04 0.23 -0.58
S 0.205 2.619 -2.010 -0.05 0.03 -0.51 0.72
C 5.619 0.257 -2.346 0.23 -0.23 0.19 -0.54
C 5.268 -1.232 -2.468 0.03 0.13 -0.02 -0.04
C 6.413 0.479 -1.058 -0.12 -0.04 -0.10 -0.03
C 6.470 0.665 -3.546 -0.18 -0.01 0.16 -0.05
N 2.034 1.295 1.417 -0.60 0.63 1.05 0.01
N 3.137 0.762 1.929 0.80 -0.31 -0.11 0.18
C 3.492 1.020 3.157 -0.13 0.18 0.04 -0.20
C 2.650 1.785 4.007 -0.39 0.12 -0.54 0.08
C 1.559 2.413 3.480 0.42 -0.27 0.12 -0.23
C 0.628 3.258 4.274 -0.06 0.08 0.04 -0.04
C 1.307 2.210 2.093 0.45 -0.50 -0.28 -0.57
S 0.148 3.090 1.263 -1.02 -1.22 -1.43 0.92
C 4.857 0.575 3.645 0.29 -0.16 -0.03 -0.54
C 5.695 1.857 3.801 -0.11 -0.19 -0.05 -0.03
C 5.535 -0.338 2.624 -0.13 0.22 0.07 -0.04
C 4.784 -0.134 5.003 -0.09 0.08 -0.18 -0.03
C 1.544 -1.667 -0.800 0.10 0.40 -1.06 -0.65
S 1.274 -1.281 -2.370 0.01 -0.41 0.13 0.89
C 2.188 -3.609 2.356 0.04 0.06 0.41 -0.52
C 2.412 -2.814 3.643 0.00 -0.14 -0.20 -0.03
C 1.127 -4.692 2.579 0.15 0.18 -0.02 -0.02
C 3.509 -4.284 1.945 -0.21 0.14 0.05 -0.02
H 0.916 -5.899 -0.705 -0.01 -0.08 0.05 0.09
H 1.255 -4.933 -2.134 0.06 -0.01 -0.13 0.10
H -0.409 -5.378 -1.768 -0.05 -0.13 -0.02 0.09
H 2.457 -3.620 -0.544 -0.02 0.13 -0.09 0.16
H 4.609 2.336 -3.959 0.10 0.02 -0.11 0.12
H 3.024 3.994 -4.652 0.02 0.05 -0.01 0.09
H 1.782 4.477 -3.464 0.01 0.10 -0.06 0.08
H 1.426 3.231 -4.643 -0.07 0.02 -0.04 0.09
H 4.681 -1.554 -1.613 -0.09 -0.07 0.10 0.07
H 6.180 -1.820 -2.510 0.13 -0.09 -0.01 0.09
H 4.696 -1.419 -3.374 -0.11 -0.07 -0.11 0.09
H 5.809 0.178 -0.209 -0.01 -0.02 0.07 0.05
H 6.687 1.524 -0.943 0.05 0.17 0.05 0.09
H 7.322 -0.115 -1.073 0.15 -0.09 0.00 0.09
H 5.940 0.512 -4.483 -0.05 0.01 -0.17 0.09
H 7.362 0.044 -3.568 0.09 -0.04 -0.01 0.09
H 6.790 1.701 -3.478 0.05 0.17 -0.04 0.09
H 2.872 1.883 5.057 0.07 0.02 0.16 0.13
H 0.767 3.096 5.340 0.08 0.06 0.06 0.09
H -0.404 3.032 4.010 -0.14 0.01 -0.01 0.07
H 0.788 4.311 4.045 -0.03 0.09 0.05 0.10
H 5.773 2.378 2.850 0.03 0.10 -0.10 0.09
H 6.696 1.603 4.141 0.10 -0.01 0.05 0.09
H 5.244 2.527 4.529 0.00 0.13 0.09 0.08
H 5.590 0.171 1.669 0.06 -0.06 -0.06 0.05
H 4.980 -1.263 2.487 -0.08 -0.11 -0.06 0.07
H 6.543 -0.584 2.950 0.07 0.00 0.08 0.10
H 4.338 0.497 5.766 -0.02 0.06 0.16 0.08
H 5.791 -0.385 5.326 0.09 0.00 0.05 0.09
H 4.212 -1.056 4.944 -0.07 -0.08 0.02 0.07
H 1.504 -2.300 3.947 -0.11 0.08 0.06 0.08
H 3.178 -2.066 3.472 0.05 0.09 0.06 0.05
H 2.730 -3.479 4.442 0.03 -0.10 0.12 0.10
H 0.257 -4.275 3.079 -0.07 -0.06 0.04 0.07
H 1.538 -5.463 3.226 0.02 -0.12 0.02 0.10
H 0.819 -5.145 1.638 -0.06 -0.12 0.01 0.08
H 4.266 -3.543 1.693 0.09 0.05 -0.02 0.09
H 3.363 -4.942 1.092 0.05 -0.13 -0.09 0.09
H 3.870 -4.877 2.783 0.08 -0.10 0.01 0.10
C -5.209 -3.578 -0.335 0.18 0.20 0.09 -0.05
C -3.703 -3.573 -0.624 -0.08 -0.14 0.02 -0.35
C -3.202 -5.017 -0.549 0.10 0.25 0.11 -0.04
C -3.443 -2.903 -1.961 0.17 0.24 -0.07 -0.12
C -4.109 -3.398 -3.070 0.05 -0.02 -0.08 -0.03
C -4.077 -2.752 -4.292 0.00 0.07 0.02 -0.04
C -3.454 -1.522 -4.392 -0.09 -0.12 0.01 -0.03
C -2.779 -0.968 -3.316 0.19 -0.06 0.36 -0.13
C -2.162 0.404 -3.451 0.04 0.13 0.04 -0.39
C -3.172 1.423 -3.984 0.08 -0.06 0.26 -0.04
C -0.942 0.376 -4.372 0.03 0.07 0.23 -0.09
C -2.680 -1.716 -2.125 -0.38 -0.56 -1.04 -0.14
N -1.922 -1.229 -1.079 1.19 -0.25 1.56 0.16
C -1.174 -1.986 -0.327 -0.90 0.81 -1.98 -0.28
O -0.817 -3.223 -0.731 -1.10 0.72 0.15 0.06
C -1.028 -1.445 1.028 -0.28 0.38 1.15 -0.18
C -1.205 -2.191 2.189 0.11 0.11 -0.55 0.01
C -1.526 -1.531 3.368 -0.20 0.34 -0.08 0.00
C -1.848 -0.180 3.327 0.27 -0.20 -0.03 0.05
C -1.705 0.495 2.123 -0.09 -0.33 0.07 -0.18
N -1.180 -0.108 1.060 -0.25 -0.57 0.52 -0.01
C -2.467 1.760 1.813 -0.21 0.70 0.02 -0.55
O -2.989 2.407 2.705 0.00 -0.35 0.26 0.07
N -2.628 1.953 0.481 2.35 -1.57 0.13 0.01
C -3.725 2.723 0.096 -0.90 1.17 -0.66 -0.16
C -3.612 4.103 -0.179 -0.01 -0.57 0.23 -0.13
C -4.765 4.860 -0.297 -0.08 0.04 -0.11 -0.03
C -6.020 4.292 -0.184 0.08 -0.12 0.00 -0.05
C -6.130 2.924 -0.011 0.00 0.17 0.00 -0.03
C -5.005 2.124 0.100 0.67 -0.11 -0.17 -0.13
C -5.169 0.624 0.152 -0.14 -0.09 0.02 -0.36
C -5.878 0.176 -1.131 0.18 -0.10 0.13 -0.04
C -5.956 0.193 1.391 0.26 -0.03 -0.10 -0.04
C -2.271 4.779 -0.218 0.09 0.09 0.04 -0.41
C -2.038 5.475 1.127 0.13 -0.20 -0.12 -0.08
C -2.146 5.768 -1.378 0.07 -0.24 0.15 -0.06
H -5.388 -3.855 0.702 -0.05 -0.07 0.08 0.09
H -5.716 -4.297 -0.971 -0.13 -0.07 -0.08 0.08
H -5.639 -2.597 -0.509 -0.09 -0.03 0.05 0.05
H -3.226 -2.992 0.172 -0.04 -0.04 -0.03 0.12
H -3.551 -5.586 -1.406 -0.06 -0.12 -0.05 0.09
H -3.588 -5.480 0.357 -0.04 -0.15 0.06 0.09
H -2.120 -5.061 -0.517 0.03 -0.15 -0.04 0.05
H -4.675 -4.312 -2.977 -0.08 -0.11 0.03 0.11
H -4.573 -3.188 -5.147 -0.04 0.02 -0.04 0.11
H -3.492 -0.986 -5.326 0.00 0.10 -0.14 0.11
H -1.842 0.744 -2.428 -0.29 -0.19 -0.81 0.05
H -3.497 1.154 -4.986 -0.03 -0.01 -0.13 0.08
H -2.711 2.406 -4.039 0.05 0.15 0.01 0.08
H -4.052 1.492 -3.350 -0.06 0.04 0.06 0.07
H -1.234 0.094 -5.380 -0.12 -0.07 -0.13 0.09
H -0.203 -0.336 -4.018 -0.03 0.01 -0.14 -0.02
H -0.481 1.362 -4.410 0.03 0.02 -0.05 0.04
H -1.172 -3.267 2.140 0.06 -0.05 -0.03 0.11
H -1.647 -2.088 4.285 -0.01 -0.07 0.08 0.12
H -2.266 0.346 4.170 -0.06 0.07 0.09 0.13
H -4.678 5.923 -0.456 0.00 0.17 -0.05 0.11
H -6.906 4.905 -0.249 -0.06 0.06 -0.01 0.11
H -7.111 2.476 0.041 -0.10 -0.08 -0.02 0.11
H -4.174 0.156 0.178 -0.19 0.12 0.00 0.11
H -6.844 0.663 -1.231 -0.11 0.04 -0.03 0.08
H -6.044 -0.896 -1.131 -0.04 -0.07 -0.06 0.05
H -5.277 0.422 -2.003 0.01 0.01 -0.12 0.06
H -6.987 0.530 1.329 -0.14 0.04 0.03 0.08
H -5.514 0.616 2.290 0.02 0.03 0.15 0.08
H -5.959 -0.891 1.479 -0.06 -0.16 0.03 0.07
H -1.506 4.005 -0.368 -0.21 0.22 0.06 0.01
H -2.796 6.238 1.293 -0.04 0.08 -0.02 0.09
H -1.056 5.941 1.145 0.14 0.14 0.06 0.07
H -2.098 4.752 1.938 -0.05 0.02 0.13 0.05
H -2.741 6.662 -1.206 -0.07 0.10 -0.03 0.08
H -2.469 5.304 -2.307 -0.01 0.03 -0.16 0.08
H -1.107 6.072 -1.483 0.12 0.10 -0.05 0.08

=====

176
Properties=species:S:1:pos:R:3:forces:R:3:lowdin_charge:R:1 method="wB97M-V/def2-TZVPD" de_lowest_ev=13.1752 homo_energy_ev=-8.39 smiles="CCCCc1c2c(c(CCCCOC=O)c(CCCOC(C)=O)c1P(O)Br)C(=O)C(OCCC)=C(CCCCO)C2=O.O=C1OCCO1.O=C1OCCO1.O=C1OCCO1.O=C1OCCO1.O=C1OCCO1.O=C1OCCO1.O=C1OCCO1.O=C1OCCO1.O=C1OCCO1" total_charge=0 lumo_ev=-1.644
C 1.272 3.919 6.607 -0.28 -0.59 -0.50 -0.15
C 1.913 3.340 5.177 0.53 0.94 1.62 -0.25
C 2.995 4.470 4.685 -0.22 0.39 0.18 -0.24
C 3.511 4.307 3.135 0.12 0.50 -0.06 -0.21
C 3.571 2.732 2.610 -0.33 -1.87 -0.93 -0.05
C 2.309 2.137 1.709 3.08 -2.29 0.75 0.03
C 2.465 0.559 1.174 1.73 1.48 1.57 0.05
C 3.794 -0.375 1.572 -0.49 1.96 0.79 -0.01
C 3.932 -1.960 1.057 1.36 0.94 0.11 -0.16
C 3.635 -3.017 2.274 0.37 0.11 -0.21 -0.20
C 2.229 -3.849 2.148 -0.50 -0.26 1.07 -0.15
C 1.659 -4.015 3.711 0.82 -0.23 -1.91 -0.17
O 1.145 -2.654 4.068 -3.74 -1.87 1.93 -0.14
C -0.156 -2.753 4.757 0.42 2.31 6.16 -0.13
O -0.321 -2.285 6.025 1.17 -2.82 -8.48 -0.07
C 5.044 0.203 2.522 -3.33 2.35 -1.07 -0.05
C 6.349 -0.737 2.962 -0.14 0.12 -0.03 -0.16
C 7.754 -0.262 2.208 -0.61 -1.34 -0.80 -0.14
C 7.785 -1.002 0.711 1.21 0.46 1.71 -0.18
O 6.836 -0.294 -0.168 2.91 0.97 -2.48 -0.12
C 7.524 0.537 -1.171 3.79 3.74 -0.20 -0.29
C 6.898 0.525 -2.714 -1.19 -0.23 1.48 -0.02
O 8.574 1.336 -0.958 -6.32 -5.42 -0.44 -0.03
C 4.901 1.798 3.007 -2.17 -2.60 -2.77 -0.26
P 6.239 2.712 4.061 -0.87 0.07 1.07 0.59
O 7.202 1.605 4.996 -2.07 0.17 -0.61 -0.43
Br 7.738 3.763 2.642 -0.50 -1.10 0.35 0.20
C 1.215 0.017 0.237 -1.44 -3.85 -1.24 -0.12
O 0.911 -1.262 0.006 2.18 7.16 1.51 -0.05
C 0.231 1.142 -0.514 -0.15 3.52 0.53 -0.08
O -0.581 0.726 -1.705 0.81 -0.09 4.09 -0.14
C -1.785 0.124 -1.098 -1.88 -0.74 1.16 -0.22
C -3.065 -0.022 -2.113 -0.76 0.12 0.64 -0.19
C -3.744 -1.543 -2.062 0.21 -0.32 -0.25 -0.13
C 0.069 2.553 -0.042 1.34 -3.44 -0.61 -0.01
C -0.941 3.652 -0.756 -0.57 -0.57 0.94 -0.14
C -0.204 4.649 -1.829 0.17 -0.14 0.53 -0.18
C 0.301 3.841 -3.168 -0.51 1.09 -0.07 -0.16
C 1.217 4.836 -4.107 0.72 -0.73 0.00 -0.22
O 0.437 5.994 -4.636 2.04 -0.80 -0.89 -0.15
C 0.951 2.971 1.317 -2.59 3.52 1.76 -0.14
O 0.420 3.987 2.035 3.70 -6.00 -3.98 -0.06
H 0.480 3.121 7.005 1.87 1.77 -0.58 0.07
H 2.138 4.110 7.392 -1.94 -0.49 -1.58 0.08
H 0.687 4.921 6.425 1.23 -1.92 0.29 0.08
H 2.538 2.372 5.463 -1.55 1.80 -0.89 0.11
H 1.034 3.133 4.433 1.98 0.39 1.24 0.10
H 2.517 5.562 4.760 0.87 -2.41 -0.21 0.12
H 3.908 4.495 5.454 -1.91 -0.31 -1.77 0.10
H 4.572 4.850 3.067 -2.14 -1.55 -0.02 0.09
H 2.791 4.983 2.467 1.48 -2.05 1.23 0.11
H 5.090 -2.079 0.792 -2.56 0.40 0.46 0.09
H 3.356 -2.169 0.060 0.79 0.54 2.18 0.12
H 3.687 -2.385 3.283 -0.33 -1.50 -2.13 0.12
H 4.546 -3.786 2.299 -2.05 1.56 0.01 0.12
H 2.357 -4.914 1.623 -0.05 2.32 1.32 0.13
H 1.374 -3.303 1.564 1.88 -0.71 1.02 0.11
H 2.574 -4.217 4.413 -2.04 0.13 -1.12 0.14
H 0.823 -4.839 3.740 1.60 1.65 0.25 0.13
H -1.130 -3.245 4.271 2.57 0.90 0.43 0.16
H 6.209 -1.875 2.662 -0.12 2.50 0.55 0.09
H 6.460 -0.748 4.151 -0.28 0.37 -2.73 0.11
H 7.817 0.891 2.019 0.02 -2.28 0.57 0.07
H 8.665 -0.711 2.803 -1.79 1.19 -1.04 0.13
H 8.891 -0.926 0.314 -2.31 -0.08 0.57 0.14
H 7.491 -2.151 0.794 0.36 2.53 -0.30 0.13
H 5.720 0.635 -2.562 2.48 -0.57 -0.47 0.10
H 7.177 -0.510 -3.205 -0.68 2.20 0.98 0.10
H 7.226 1.447 -3.357 -0.18 -1.94 1.60 0.10
H 6.607 1.325 5.766 1.11 0.67 -1.46 0.07
H -2.107 0.807 -0.173 0.63 -1.35 -2.05 0.14
H -1.600 -0.950 -0.633 0.15 2.23 -1.12 0.12
H -2.819 0.313 -3.209 -0.35 -0.73 2.21 0.12
H -3.913 0.699 -1.683 1.95 -1.38 -1.18 0.11
H -3.780 -2.026 -3.143 -0.04 1.16 2.41 0.07
H -3.139 -2.296 -1.390 -0.95 1.64 -1.18 0.07
H -4.831 -1.496 -1.615 2.22 -0.08 -1.11 0.08
H -1.448 4.265 0.132 1.38 -1.22 -1.89 0.13
H -1.843 3.061 -1.262 2.18 1.10 0.95 0.12
H 0.723 5.131 -1.263 -1.93 -0.99 -1.33 0.11
H -0.968 5.523 -2.096 1.70 -1.99 0.46 0.13
H 0.865 2.857 -2.857 -0.87 2.13 -0.67 0.11
H -0.649 3.529 -3.788 1.82 0.57 1.18 0.12
H 1.639 4.236 -5.028 -0.83 1.02 1.87 0.11
H 2.134 5.271 -3.516 -1.85 -1.08 -0.99 0.11
H 1.040 6.353 -5.374 -1.48 -0.77 1.72 0.11
C -7.838 -4.276 -4.249 -0.46 -1.14 -0.56 -0.14
C -7.968 -3.771 -2.848 -0.85 -0.45 0.73 -0.14
O -6.893 -2.858 -2.731 0.60 0.50 -0.87 0.05
C -6.582 -2.447 -3.995 1.36 1.70 -0.56 -0.51
O -5.817 -1.533 -4.253 -1.78 -1.89 0.39 0.11
O -7.240 -3.191 -4.932 0.68 0.87 0.57 0.07
H -8.806 -4.527 -4.692 0.73 0.28 0.12 0.09
H -7.178 -5.146 -4.320 0.09 0.08 0.07 0.14
H -8.908 -3.234 -2.683 0.11 -0.11 -0.08 0.13
H -7.880 -4.571 -2.108 0.11 0.24 -0.03 0.14
C 4.332 7.230 -1.561 0.15 1.05 -0.51 -0.13
C 4.758 6.827 -0.186 0.69 0.60 0.73 -0.14
O 3.967 5.684 0.078 -0.48 -0.54 -0.77 0.05
C 3.610 5.161 -1.132 -0.95 -2.12 -0.28 -0.51
O 3.068 4.078 -1.280 1.18 2.30 0.37 0.12
O 3.939 6.006 -2.152 -0.20 -0.84 0.66 0.05
H 5.144 7.692 -2.130 -0.19 -0.21 -0.05 0.14
H 3.473 7.909 -1.550 0.06 -0.07 0.00 0.14
H 5.815 6.543 -0.143 -0.09 0.00 -0.01 0.14
H 4.570 7.609 0.554 -0.05 -0.27 -0.02 0.14
C -3.802 -3.556 7.186 1.14 -0.49 0.55 -0.14
C -3.931 -3.266 5.726 0.83 0.12 -0.70 -0.14
O -5.329 -3.288 5.511 -0.65 0.10 0.77 0.07
C -5.919 -3.023 6.714 -2.54 0.46 0.24 -0.51
O -7.109 -2.799 6.862 2.70 -0.51 -0.30 0.13
O -5.005 -3.042 7.727 -0.89 0.23 -0.52 0.05
H -2.934 -3.064 7.634 -0.23 -0.08 0.03 0.13
H -3.751 -4.630 7.396 0.04 0.11 -0.01 0.13
H -3.548 -2.274 5.462 -0.01 -0.06 0.03 0.13
H -3.431 -4.016 5.107 -0.25 0.08 0.02 0.13
C 2.178 3.443 -8.770 -1.16 -0.36 -0.10 -0.15
C 3.530 3.055 -9.273 0.06 -0.69 -0.95 -0.13
O 4.397 3.945 -8.596 -0.21 0.54 0.96 0.06
C 3.749 4.347 -7.464 0.89 1.23 1.72 -0.52
O 4.268 4.983 -6.562 -1.08 -1.31 -1.86 0.12
O 2.445 3.944 -7.473 1.34 0.56 0.45 0.04
H 1.491 2.594 -8.723 0.44 0.76 0.39 0.09
H 1.721 4.238 -9.368 0.04 -0.09 0.02 0.14
H 3.797 2.027 -9.004 -0.03 0.05 -0.04 0.13
H 3.621 3.173 -10.356 0.12 0.02 0.26 0.14
C -4.619 -4.088 11.228 -0.43 1.14 0.31 -0.14
C -5.075 -5.370 11.846 -0.64 -0.11 0.97 -0.14
O -4.748 -6.338 10.867 0.76 0.22 -0.78 0.07
C -3.744 -5.811 10.108 1.17 -1.28 -1.51 -0.52
O -3.104 -6.438 9.280 -1.39 1.42 1.70 0.13
O -3.547 -4.491 10.397 0.15 -0.99 -0.37 0.05
H -4.281 -3.364 11.974 0.10 -0.11 -0.23 0.14
H -5.393 -3.625 10.607 0.08 -0.06 0.02 0.13
H -4.535 -5.605 12.769 -0.03 0.01 -0.09 0.14
H -6.149 -5.374 12.052 0.19 -0.16 -0.13 0.14
C -1.052 -1.011 -10.292 -0.46 -1.15 -0.38 -0.13
C -1.181 -0.507 -8.891 -0.88 -0.58 0.85 -0.13
O -0.107 0.407 -8.774 0.72 0.59 -0.89 0.06
C 0.205 0.818 -10.038 1.01 1.15 -0.80 -0.48
O 0.970 1.732 -10.296 -1.83 -2.39 -0.15 0.11
O -0.453 0.074 -10.975 0.71 1.05 0.67 0.08
H -2.019 -1.262 -10.735 0.22 0.17 -0.06 0.14
H -0.391 -1.882 -10.363 -0.02 0.11 0.04 0.13
H -2.121 0.030 -8.726 0.12 -0.02 -0.01 0.14
H -1.093 -1.306 -8.151 0.13 0.25 -0.05 0.14
C -2.783 0.735 8.985 -0.98 -0.22 -0.46 -0.14
C -1.431 0.347 8.481 0.24 -0.73 -0.90 -0.15
O -0.564 1.237 9.158 -0.34 0.49 0.84 0.05
C -1.212 1.639 10.290 1.20 1.37 1.89 -0.51
O -0.693 2.275 11.192 -1.21 -1.46 -2.04 0.13
O -2.516 1.235 10.281 0.85 0.26 0.26 0.06
H -3.470 -0.114 9.031 0.05 0.19 0.15 0.13
H -3.240 1.530 8.386 0.05 -0.06 0.05 0.14
H -1.164 -0.681 8.751 -0.01 0.09 -0.05 0.13
H -1.340 0.465 7.398 0.17 0.02 0.21 0.13
C 3.242 -0.302 -7.090 0.45 1.09 0.15 -0.14
C 2.708 -1.178 -6.004 0.08 0.26 1.21 -0.13
O 1.890 -2.099 -6.701 0.10 -0.19 -1.12 0.06
C 2.349 -2.142 -7.986 -0.66 -1.50 -1.52 -0.52
O 1.985 -2.955 -8.820 0.66 1.79 1.73 0.12
O 3.267 -1.158 -8.216 -0.61 -0.91 -0.09 0.06
H 4.245 0.073 -6.866 -0.12 -0.12 -0.20 0.14
H 2.584 0.546 -7.305 0.00 -0.07 0.03 0.13
H 3.498 -1.730 -5.484 -0.06 0.04 -0.06 0.14
H 2.122 -0.619 -5.268 -0.03 -0.23 -0.14 0.14
C -12.760 -5.866 -6.300 -1.03 -0.24 -0.52 -0.14
C -11.408 -6.254 -6.803 0.19 -0.78 -0.93 -0.13
O -10.540 -5.364 -6.126 -0.28 0.55 0.95 0.06
C -11.189 -4.962 -4.994 0.53 1.10 1.63 -0.49
O -10.670 -4.326 -4.092 -1.62 -1.37 -1.85 0.12
O -12.493 -5.365 -5.003 1.13 0.38 0.31 0.08
H -13.447 -6.715 -6.253 0.09 0.21 0.17 0.14
H -13.216 -5.071 -6.898 0.06 -0.06 0.06 0.14
H -11.140 -7.282 -6.534 -0.02 0.10 -0.01 0.14
H -11.317 -6.136 -7.886 0.15 0.07 0.24 0.14